C24H53BrO10P2S | ωB97M-V with the def2-TZVPD basis set

XYZ file:
```
91
Properties=species:S:1:pos:R:3:lowdin_charge:R:1
C -0.19912 -4.00051 -1.97453 -0.08
C -0.30960 -3.89790 -0.44651 -0.35
C -1.71972 -3.59301 0.03101 -0.86
Br -1.74320 -3.47884 1.99108 0.63
P -2.61592 -2.03873 -0.61597 0.68
C -1.38425 -0.76912 -0.17767 -0.34
C -0.62398 -0.24760 -1.42385 -0.24
C 0.89895 -0.24128 -1.24096 -0.41
C 1.32629 0.84261 -0.22887 -0.06
C 1.63571 -0.12394 -2.58523 -0.06
P -4.14794 -0.42243 -1.47823 0.05
O -3.52569 0.91056 -2.18641 -0.28
O -4.72050 0.41364 -0.19227 -0.27
S -5.44427 -1.37187 -2.54824 0.18
H 0.57155 -4.71927 -2.24762 0.05
H -1.13457 -4.34572 -2.42275 0.08
H 0.04799 -3.04205 -2.43362 0.06
H 0.02556 -4.83269 0.00792 0.10
H 0.36024 -3.12163 -0.06853 0.08
H -2.39309 -4.42456 -0.19699 0.06
H -2.72303 -2.57669 -1.91943 0.01
H -3.67508 -2.28549 0.28394 0.00
H -0.71413 -1.19566 0.57217 0.05
H -1.93899 0.04161 0.29931 0.08
H -0.97512 0.76651 -1.63022 0.11
H -0.87831 -0.83275 -2.31317 0.09
H 1.16177 -1.20442 -0.79491 0.11
H 0.49740 1.51620 0.01162 0.08
H 2.14595 1.45221 -0.61019 0.06
H 1.68525 0.41535 0.71006 0.07
H 0.98909 -0.39304 -3.42491 0.07
H 2.50699 -0.77979 -2.62941 0.08
H 1.98716 0.89279 -2.77266 0.07
H -3.41766 0.75142 -3.13038 0.06
H -4.82996 -0.17960 0.55885 0.05
C 1.38867 -0.19210 4.76434 -0.06
C 2.62913 -0.89703 4.25979 -0.23
O 3.10573 -0.32809 3.03045 -0.02
C 3.86754 0.78894 2.99252 -0.52
C 4.20890 1.51515 4.26684 0.03
O 4.22382 1.17840 1.91005 0.09
H 1.59641 0.84548 5.02642 0.07
H 1.01310 -0.69722 5.65530 0.08
H 0.60794 -0.21373 4.00351 0.08
H 3.42231 -0.90769 5.00701 0.11
H 2.40920 -1.93101 3.99979 0.12
H 3.47546 2.30783 4.41711 0.08
H 5.16815 2.00341 4.11782 0.10
H 4.23499 0.89374 5.15623 0.07
C 5.64404 -6.63746 -4.21624 -0.06
C 4.73365 -5.48054 -3.86710 -0.23
O 3.40146 -5.91487 -3.55290 0.00
C 3.05334 -6.38211 -2.33621 -0.53
C 4.10419 -6.55894 -1.26712 0.02
O 1.90332 -6.67781 -2.15020 0.09
H 5.79379 -7.30275 -3.36631 0.07
H 6.61924 -6.25781 -4.52416 0.08
H 5.22247 -7.21307 -5.03961 0.09
H 5.13782 -4.87457 -3.05548 0.11
H 4.59460 -4.82556 -4.72514 0.12
H 4.46595 -7.58697 -1.32818 0.10
H 3.61615 -6.43710 -0.30440 0.09
H 4.95850 -5.89421 -1.34655 0.07
C -6.09066 3.01570 -1.38806 -0.07
C -6.62030 4.34606 -1.87357 -0.23
O -8.05495 4.42362 -1.84471 0.00
C -8.74533 4.70104 -0.71962 -0.53
C -8.01601 4.80948 0.60009 0.01
O -9.93731 4.82346 -0.79264 0.10
H -6.32005 2.84295 -0.33735 0.07
H -5.00787 2.98535 -1.50447 0.07
H -6.51644 2.19770 -1.96930 0.09
H -6.18978 5.18275 -1.32005 0.11
H -6.37975 4.49625 -2.92482 0.12
H -8.04090 3.82455 1.06945 0.09
H -8.57877 5.49351 1.22880 0.09
H -6.97890 5.12186 0.52829 0.07
C 2.65979 4.11322 0.88117 -0.06
C 1.73889 3.93913 2.06601 -0.23
O 2.32486 4.36803 3.30503 -0.02
C 2.36129 5.66209 3.69799 -0.53
C 1.88716 6.73867 2.75374 0.01
O 2.80606 5.90946 4.78444 0.11
H 2.87472 5.15853 0.65910 0.07
H 2.17861 3.67625 0.00539 0.07
H 3.59318 3.58050 1.05860 0.08
H 0.77424 4.42764 1.91801 0.11
H 1.54353 2.87843 2.22764 0.11
H 2.75596 7.09177 2.19543 0.10
H 1.51923 7.56468 3.35555 0.09
H 1.13385 6.42072 2.03983 0.07
```

Values from the calculation:
Net charge   0
HOMO-LUMO gap   8.245 eV
SMILES   CC[C@@H](Br)[PH2](CCC(C)C)P(O)(O)=S.CCOC(C)=O.CCOC(C)=O.CCOC(C)=O.CCOC(C)=O
Strongest force on any atom   0.29 eV/A
Energy   -5353.6025 Ha
Lowest unoccupied orbital energy   0.16 eV